{
  "formula": "C11H20N4Na",
  "method": "ωB97M-V/def2-TZVPD",
  "total_charge": 1,
  "e_homo_ev": -12.8,
  "gap_ha": 0.3764,
  "largest_force_ev_per_a": 0.23,
  "lumo_energy_ev": -2.5,
  "species": ["H", "C", "H", "N", "H", "C", "H", "H", "H", "H", "C", "H", "C", "N", "C", "H", "C", "H", "H", "C", "C", "H", "H", "H", "H", "C", "H", "H", "H", "H", "N", "H", "C", "C", "Na", "N"],
  "positions_angstrom": [[1.352, -1.420, -1.440], [2.587, 1.475, 3.977], [-2.212, -2.309, 0.448], [-1.904, -0.212, 0.317], [-0.808, 0.708, -4.013], [2.672, -0.205, 1.850], [0.646, 1.148, -3.121], [-3.873, 0.255, -0.389], [1.023, 2.413, 2.850], [-3.189, 1.704, -2.204], [3.506, 0.437, 3.985], [-1.093, -1.332, -2.788], [-0.353, -2.004, -0.527], [0.413, -1.052, -1.348], [-0.138, -0.815, -2.691], [-2.895, 1.608, 0.173], [1.750, 1.610, 2.884], [-1.104, 2.382, -2.300], [2.685, -0.857, 0.984], [-2.856, 0.667, -0.380], [-2.483, 0.956, -1.836], [-2.198, -0.277, 1.283], [-2.393, -1.645, -1.147], [2.519, 2.170, 4.802], [0.179, -2.122, 0.420], [-1.793, -1.570, -0.239], [4.176, 0.300, 4.823], [-2.657, 0.067, -2.444], [4.251, -1.242, 2.859], [0.503, -1.242, -3.465], [-1.094, 1.412, -2.011], [-0.420, -2.995, -0.996], [-0.328, 0.664, -3.026], [3.549, -0.421, 2.897], [0.197, 0.957, -0.015], [1.780, 0.789, 1.829]],
  "lowdin_charge": [0.1138, -0.0463, 0.1276, -0.0840, 0.1255, -0.1389, 0.1203, 0.1252, 0.1100, 0.1274, -0.0452, 0.1051, -0.1967, -0.0837, -0.1912, 0.1197, -0.1322, 0.1170, 0.1025, -0.1991, -0.1909, 0.1184, 0.1068, 0.1132, 0.1140, -0.1898, 0.1175, 0.1068, 0.1128, 0.1281, -0.0884, 0.1256, -0.1972, -0.0465, 0.4860, 0.0068]
}